This record from the OMol25 dataset describes C21H25N3O5 in the gas phase. The level of theory is the ωB97M-V functional and the def2-TZVPD basis.

Each line ends with the natural charge from an NBO analysis.
Positions of all 54 atoms, in Å:
C1 -3.242 -0.354 -2.189  -0.652
C2 -2.093 -0.517 -1.236  0.034
C3 -0.873 0.099 -1.472  -0.239
C4 0.196 -0.110 -0.605  0.087
C5 1.610 0.375 -0.894  0.651
O1 2.557 0.031 -0.216  -0.600
N1 1.757 1.157 -1.998  -0.615
C6 3.046 1.285 -2.652  -0.215
C7 3.753 -0.052 -2.941  -0.053
C8 4.778 0.025 -4.076  -0.217
C9 5.771 1.163 -3.875  -0.610
C10 5.513 -1.317 -4.147  -0.397
C11 4.565 -2.510 -4.224  -0.408
C12 3.520 -2.464 -3.111  -0.208
N2 2.834 -1.175 -3.152  -0.457
C13 1.659 -1.027 -3.823  0.697
O2 1.389 -0.055 -4.519  -0.649
C14 0.611 -2.057 -3.536  -0.291
C15 0.538 -2.792 -2.300  -0.103
C16 -0.555 -3.515 -2.004  -0.342
C17 -1.700 -3.539 -2.891  0.734
O3 -2.769 -4.045 -2.688  -0.575
O4 -1.534 -2.867 -4.104  -0.456
C18 -0.441 -2.140 -4.367  0.272
N3 0.077 -0.853 0.490  -0.376
C19 -1.096 -1.426 0.734  0.041
C20 -2.203 -1.319 -0.101  -0.069
C21 -3.477 -2.064 0.178  -0.091
O5 -3.341 -2.813 1.373  -0.719
H1 -4.101 0.101 -1.692  0.226
H2 -2.965 0.276 -3.033  0.221
H3 -3.570 -1.322 -2.578  0.237
H4 -0.780 0.706 -2.364  0.208
H5 0.973 1.249 -2.617  0.404
H6 2.875 1.828 -3.579  0.219
H7 3.716 1.875 -2.026  0.217
H8 4.288 -0.326 -2.026  0.223
H9 4.223 0.183 -5.009  0.209
H10 6.265 1.075 -2.903  0.206
H11 6.545 1.134 -4.644  0.215
H12 5.294 2.142 -3.923  0.213
H13 6.193 -1.322 -5.002  0.214
H14 6.137 -1.411 -3.250  0.197
H15 4.043 -2.506 -5.186  0.201
H16 5.123 -3.448 -4.162  0.216
H17 2.802 -3.272 -3.240  0.216
H18 3.987 -2.576 -2.128  0.206
H19 1.347 -2.716 -1.584  0.245
H20 -0.666 -4.048 -1.071  0.247
H21 -0.505 -1.605 -5.304  0.220
H22 -1.162 -2.026 1.632  0.217
H23 -4.304 -1.348 0.260  0.172
H24 -3.691 -2.722 -0.673  0.200
H25 -4.097 -3.400 1.451  0.478

Forces on the atoms, in the same order (eV/Å):
0.00 0.00 0.01
0.00 0.00 0.00
0.00 0.02 0.01
0.01 -0.04 -0.02
0.00 -0.01 -0.01
0.00 0.02 0.01
0.01 0.00 0.00
-0.01 0.01 0.00
0.00 0.00 0.00
0.00 0.00 0.00
0.00 0.00 0.00
0.00 0.00 0.00
0.00 0.00 0.00
0.00 0.00 0.00
-0.02 0.00 0.00
0.03 -0.03 -0.03
-0.01 0.01 0.01
0.00 0.01 0.02
-0.01 0.00 0.00
0.01 0.00 0.00
-0.01 0.01 0.01
0.01 0.00 0.00
0.01 0.00 0.00
0.00 0.00 0.00
0.00 0.00 0.00
0.01 -0.01 0.00
0.00 0.00 0.00
0.00 0.00 0.00
0.00 0.00 0.00
0.00 0.00 0.00
0.00 0.00 0.00
0.00 0.00 0.00
0.00 0.00 0.00
0.00 0.00 0.00
0.00 0.00 0.00
0.00 0.00 0.00
0.00 0.00 0.00
0.00 0.00 0.00
0.00 0.00 0.00
0.00 0.00 0.00
0.00 0.00 0.00
0.00 0.00 0.00
0.00 0.00 0.00
0.00 0.00 0.00
0.00 0.00 0.00
0.01 0.00 0.00
0.00 0.00 0.00
0.00 0.00 0.00
0.00 0.00 0.00
0.00 0.00 0.00
0.00 0.01 0.00
0.00 0.00 0.00
-0.01 0.00 0.00
0.00 0.00 0.00

## Properties
HOMO-LUMO gap: 9.163 eV
Lowest unoccupied orbital energy: 0.0168 eV
HOMO energy: -9.15 eV
Relative energy (zero: lowest compared OMol25 entry of this formula, charge and spin): 1.646 eV
Structure (SMILES): Cc1cc(C(=O)NC[C@@H]2[C@@H](C)CCCN2C(=O)c2ccc(=O)oc2)ncc1CO

This record from the OMol25 dataset describes C21H25N5O3 as an isolated structure in a non-equilibrium geometry. The level of theory is the ωB97M-V functional and the def2-TZVPD basis.

Each line ends with the natural charge from an NBO analysis.
Positions of all 54 atoms, in Å:
C1 -2.009 -4.975 -3.259  -0.619
H1 -2.424 -5.440 -2.296  0.210
H2 -2.889 -4.289 -3.409  0.189
H3 -1.960 -5.702 -4.047  0.234
C2 -1.010 -4.160 -3.079  -0.177
C3 -0.312 -3.547 -4.384  -0.585
H4 -0.072 -4.267 -5.251  0.212
H5 -1.182 -2.891 -4.577  0.183
H6 0.527 -3.122 -4.101  0.230
C4 -1.089 -3.187 -1.872  -0.406
C5 0.283 -2.768 -1.141  -0.088
N1 -0.152 -2.363 0.146  -0.592
C6 0.735 -1.869 0.896  0.770
O1 2.049 -2.508 1.103  -0.705
N2 0.380 -1.060 1.993  -0.440
C7 -0.207 0.008 1.626  0.597
N3 -1.201 0.410 0.675  -0.596
C8 -1.555 1.587 1.004  0.171
C9 -2.550 2.395 0.580  -0.215
C10 -2.610 3.625 0.913  -0.256
C11 -2.164 4.057 2.050  -0.207
C12 -0.988 3.206 2.708  -0.229
C13 -0.855 1.999 2.312  0.064
N4 0.056 0.976 2.583  -0.388
C14 0.723 0.562 3.772  -0.172
H7 0.475 0.698 4.660  0.201
H8 1.625 1.571 3.436  0.196
C15 1.419 -0.734 3.238  -0.091
H9 1.435 -1.459 3.757  0.164
H10 2.481 -0.572 2.686  0.253
H11 -0.665 3.618 3.722  0.217
H12 -2.404 5.073 2.407  0.215
H13 -3.402 4.312 0.464  0.216
H14 -3.091 2.072 -0.568  0.187
H15 -0.952 -1.650 0.154  0.426
H16 1.111 -3.416 -1.045  0.291
C16 0.554 -1.424 -1.996  0.643
O2 1.919 -1.438 -2.866  -0.815
N5 0.045 -0.303 -1.840  -0.591
H17 -0.525 -0.353 -1.091  0.401
C17 0.652 1.152 -2.360  -0.266
C18 1.326 1.683 -1.233  0.256
C19 2.032 1.405 -0.317  -0.282
C20 2.074 2.598 0.522  -0.379
C21 1.145 3.334 0.217  0.198
O3 0.529 3.167 -0.840  -0.481
H18 0.911 4.574 0.519  0.197
H19 2.727 2.855 1.465  0.231
H20 2.513 0.498 -0.071  0.278
H21 1.384 0.666 -3.076  0.313
H22 -0.303 1.575 -2.714  0.262
H23 -1.610 -3.781 -0.990  0.215
H24 -1.807 -2.350 -2.038  0.211
H25 0.031 -4.824 -2.714  0.151

Forces on the atoms, in the same order (eV/Å):
-9.72 -4.17 0.77
0.99 0.01 -1.15
-0.07 -0.63 -0.81
0.07 -0.25 -0.32
13.80 2.79 2.26
-5.95 -2.70 -0.65
-0.88 0.81 1.53
1.04 0.59 -1.31
3.91 2.70 1.13
-0.77 -2.64 1.97
-3.78 3.32 -4.16
-3.88 2.27 -1.39
11.30 -4.95 7.41
-6.89 3.91 -1.88
3.25 -3.90 -0.08
-4.67 6.68 0.33
4.62 -7.15 0.66
0.07 3.67 5.24
-0.59 -7.23 -8.47
-5.29 6.55 -0.44
5.83 0.62 4.78
-4.34 7.35 3.40
0.19 -3.41 -4.23
-4.63 -0.16 -1.90
8.41 2.14 -11.15
-3.29 0.88 7.59
-1.48 -2.86 2.63
0.18 9.91 -10.11
0.18 -9.71 7.05
-2.68 -0.36 1.48
0.06 -0.67 -1.61
0.50 -0.75 0.03
1.14 -1.06 0.14
1.54 0.69 3.64
0.35 -1.70 -0.24
0.75 -0.63 -0.56
11.50 -3.93 -4.32
-6.71 -0.29 3.77
0.66 2.98 -2.04
-3.16 1.57 3.06
-1.18 -5.11 -1.16
-9.21 5.05 -7.85
6.64 -0.69 8.19
7.96 -4.69 7.08
-4.52 12.51 1.36
-0.85 -4.89 -5.27
0.90 -3.88 0.14
-1.16 -1.12 -2.09
0.75 -0.82 -0.23
-0.94 0.93 0.14
1.15 0.56 -0.01
0.70 0.78 -1.86
0.86 -0.03 0.00
-2.65 1.11 -0.51

## Properties
HOMO-LUMO gap: 7.888 eV
Lowest unoccupied orbital energy: 0.0513 eV
HOMO energy: -7.84 eV
Relative energy (zero: lowest compared OMol25 entry of this formula, charge and spin): 22.244 eV

This record from the OMol25 dataset describes C21H25N5O5S2 in the gas phase in a non-equilibrium geometry. The level of theory is the ωB97M-V functional and the def2-TZVPD basis.

Each line ends with the natural charge from an NBO analysis.
Positions of all 58 atoms, in Å:
C1 0.535 3.676 -1.576  -0.648
C2 0.674 4.193 -0.152  -0.069
H1 1.719 4.434 0.071  0.193
H2 0.045 5.070 0.014  0.192
O1 0.207 3.239 0.800  -0.503
C3 0.990 2.195 1.065  0.782
O2 2.098 2.024 0.609  -0.613
C4 0.325 1.287 1.998  -0.393
C5 0.801 0.142 2.598  0.220
N1 -0.113 -0.515 3.346  -0.470
C6 -1.270 0.060 3.330  0.233
N2 -2.359 -0.403 4.035  -0.654
C7 -3.594 -0.756 3.551  0.678
O3 -4.476 -1.094 4.300  -0.569
C8 -3.753 -0.755 2.045  -0.635
H3 -3.560 0.213 1.584  0.292
H4 -4.759 -1.096 1.803  0.260
S1 -2.563 -1.927 1.301  0.276
C9 -1.748 -0.855 0.200  0.177
N3 -2.155 0.332 -0.162  -0.338
N4 -1.250 0.823 -1.019  -0.299
C10 -0.294 -0.055 -1.169  0.372
N5 -0.556 -1.161 -0.392  -0.387
C11 0.134 -2.418 -0.350  -0.247
H5 -0.225 -2.983 0.514  0.230
C12 -0.122 -3.214 -1.647  -0.065
O4 0.644 -4.381 -1.742  -0.527
C13 1.992 -4.178 -2.094  -0.251
H6 2.077 -3.553 -2.991  0.172
H7 2.403 -5.165 -2.298  0.199
H8 2.568 -3.713 -1.287  0.162
H9 0.070 -2.554 -2.508  0.172
H10 -1.167 -3.537 -1.674  0.196
H11 1.204 -2.236 -0.238  0.216
C14 0.847 0.106 -2.056  -0.179
C15 2.154 -0.167 -1.652  -0.161
C16 3.201 0.005 -2.527  -0.247
C17 2.976 0.458 -3.830  0.316
C18 1.676 0.754 -4.229  -0.330
C19 0.628 0.582 -3.345  -0.091
H12 -0.380 0.818 -3.649  0.223
H13 1.467 1.121 -5.221  0.223
O5 4.079 0.578 -4.613  -0.488
C20 3.928 1.066 -5.925  -0.253
H14 3.511 2.077 -5.931  0.179
H15 3.296 0.406 -6.529  0.177
H16 4.931 1.087 -6.347  0.203
H17 4.216 -0.193 -2.223  0.227
H18 2.359 -0.467 -0.637  0.219
H19 -2.200 -0.650 5.005  0.427
S2 -1.332 1.559 2.423  0.482
C21 2.183 -0.396 2.500  -0.659
H20 2.749 0.162 1.761  0.251
H21 2.672 -0.307 3.469  0.235
H22 2.148 -1.453 2.245  0.223
H23 -0.454 3.244 -1.714  0.238
H24 0.681 4.492 -2.278  0.211
H25 1.276 2.904 -1.768  0.222

Forces on the atoms, in the same order (eV/Å):
-0.01 -0.01 0.36
0.31 0.31 -0.51
-0.19 0.04 0.02
0.12 -0.09 0.02
-0.21 -0.05 0.21
0.33 -0.13 -0.05
-0.05 0.19 -0.05
-0.44 -0.27 0.23
-0.03 0.79 -0.45
-0.09 -0.68 0.47
0.21 1.24 -0.78
-0.14 -0.09 0.79
0.11 0.07 -0.22
-0.27 -0.13 0.09
0.01 -0.32 -0.25
-0.10 0.01 0.00
0.10 0.14 0.10
-0.28 -0.25 0.08
-0.01 0.15 -0.04
-0.74 -0.71 0.33
0.71 0.52 -0.67
-0.18 -0.09 0.25
-0.51 0.72 0.00
0.34 -0.68 -0.29
0.15 0.07 -0.04
-0.09 0.19 0.02
-0.12 -0.14 0.19
0.07 0.02 -0.04
0.01 -0.01 0.01
0.09 0.06 -0.01
0.02 0.00 -0.02
-0.06 -0.06 0.09
0.04 0.15 -0.02
-0.12 -0.07 0.11
0.17 0.00 -0.32
-0.08 0.07 -0.17
0.13 0.01 -0.20
-0.08 -0.05 0.17
0.26 0.11 -0.25
0.03 -0.17 0.28
-0.11 0.01 -0.04
0.02 0.03 -0.10
-0.02 -0.11 0.34
-0.03 0.08 -0.24
0.00 -0.04 0.00
0.01 0.03 0.03
-0.10 0.02 -0.01
0.14 -0.01 0.04
0.02 -0.02 0.13
-0.06 0.03 -0.14
0.47 -0.79 0.76
0.06 0.07 -0.06
0.08 -0.06 0.01
0.07 -0.03 0.06
0.03 -0.09 -0.02
-0.06 0.00 -0.07
0.03 0.11 -0.10
0.05 -0.04 -0.06

## Properties
HOMO-LUMO gap: 8.418 eV
Lowest unoccupied orbital energy: 0.1370 eV
HOMO energy: -8.28 eV
Relative energy (zero: lowest compared OMol25 entry of this formula, charge and spin): 0.477 eV
Structure (SMILES): CCOC(=O)c1sc(NC(=O)CSc2nnc(-c3ccc(OC)cc3)n2CCOC)nc1C

This record from the OMol25 dataset describes C21H25N5O5S2 in the gas phase in a non-equilibrium geometry. The level of theory is the ωB97M-V functional and the def2-TZVPD basis.

Each line ends with the natural charge from an NBO analysis.
Positions of all 58 atoms, in Å:
C1 8.810 -2.098 2.203  -0.634
C2 8.146 -1.110 1.255  -0.074
H1 8.319 -0.080 1.573  0.191
H2 8.515 -1.255 0.235  0.201
O1 6.727 -1.262 1.257  -0.514
C3 6.216 -2.216 0.464  0.776
O2 6.875 -2.925 -0.260  -0.606
C4 4.767 -2.267 0.598  -0.391
C5 3.859 -3.091 -0.026  0.251
N1 2.572 -2.896 0.349  -0.515
C6 2.448 -1.952 1.221  0.283
N2 1.286 -1.539 1.798  -0.618
C7 -0.014 -1.901 1.521  0.710
O3 -0.910 -1.445 2.189  -0.590
C8 -0.206 -2.862 0.377  -0.635
H3 -0.060 -3.890 0.706  0.264
H4 0.476 -2.637 -0.440  0.290
S1 -1.913 -2.713 -0.218  0.271
C9 -1.800 -1.023 -0.623  0.173
N3 -0.687 -0.387 -0.869  -0.335
N4 -1.013 0.881 -1.154  -0.282
C10 -2.312 1.015 -1.068  0.328
N5 -2.876 -0.193 -0.729  -0.365
C11 -4.240 -0.563 -0.468  -0.234
H5 -4.453 -1.506 -0.981  0.217
C12 -4.465 -0.755 1.037  -0.077
O4 -4.309 0.483 1.692  -0.558
C13 -3.874 0.367 3.027  -0.250
H6 -2.914 -0.157 3.080  0.196
H7 -4.611 -0.166 3.638  0.163
H8 -3.760 1.383 3.399  0.193
H9 -3.736 -1.479 1.420  0.200
H10 -5.476 -1.155 1.205  0.173
H11 -4.892 0.222 -0.853  0.235
C14 -3.018 2.251 -1.362  -0.133
C15 -2.572 3.027 -2.428  -0.151
C16 -3.202 4.211 -2.760  -0.270
C17 -4.297 4.646 -2.018  0.298
C18 -4.727 3.883 -0.931  -0.247
C19 -4.097 2.703 -0.602  -0.192
H12 -4.416 2.151 0.268  0.245
H13 -5.561 4.246 -0.351  0.222
O5 -5.000 5.785 -2.258  -0.490
C20 -4.603 6.612 -3.326  -0.252
H14 -4.673 6.090 -4.286  0.176
H15 -3.583 6.984 -3.187  0.177
H16 -5.296 7.451 -3.322  0.201
H17 -2.833 4.784 -3.596  0.213
H18 -1.720 2.689 -2.996  0.230
H19 1.373 -0.826 2.514  0.422
S2 3.954 -1.190 1.699  0.403
C21 4.166 -4.133 -1.036  -0.656
H20 3.705 -3.863 -1.985  0.233
H21 5.239 -4.225 -1.166  0.257
H22 3.742 -5.083 -0.719  0.229
H23 9.880 -1.914 2.228  0.217
H24 8.405 -1.988 3.206  0.210
H25 8.636 -3.115 1.860  0.223

Forces on the atoms, in the same order (eV/Å):
-0.32 0.16 -0.21
0.61 -0.10 -0.07
-0.03 -0.11 -0.09
-0.06 0.12 0.17
-0.20 0.13 0.17
0.05 -0.28 -0.29
0.10 0.12 0.11
-0.51 -0.10 0.01
0.96 0.46 0.28
-0.69 -0.27 -0.03
1.23 0.27 0.08
0.00 0.49 0.57
0.04 -0.08 0.05
0.00 0.06 0.16
-0.67 0.18 -0.45
0.06 0.01 -0.05
-0.11 -0.14 0.20
0.05 -0.44 -0.03
0.01 -0.06 -0.09
0.05 -0.99 0.13
-0.18 1.21 -0.16
0.23 -0.29 0.07
0.84 0.08 -0.14
-0.44 -0.10 0.59
-0.09 0.16 -0.01
-0.06 -0.09 -0.09
-0.06 0.02 -0.41
0.08 -0.05 0.15
-0.05 0.03 0.01
0.01 0.04 0.02
0.01 -0.04 0.09
-0.08 0.06 -0.04
0.08 0.01 -0.03
0.03 -0.17 -0.05
-0.18 0.31 -0.18
-0.11 -0.22 0.19
-0.13 0.35 -0.09
0.01 -0.15 0.13
-0.07 0.22 -0.16
0.08 0.09 -0.11
-0.03 -0.05 0.06
-0.10 0.05 0.08
-0.04 -0.24 0.24
0.07 0.13 -0.18
0.02 0.02 0.04
-0.03 -0.03 -0.01
0.08 -0.04 -0.04
0.01 0.07 -0.07
0.07 -0.04 -0.06
-0.18 -0.16 -0.12
-0.55 -0.36 -0.30
0.13 -0.03 -0.02
-0.04 -0.01 -0.08
-0.03 -0.07 -0.07
-0.04 -0.08 0.00
0.13 0.00 0.03
0.02 0.01 0.10
0.03 -0.07 0.00

## Properties
HOMO-LUMO gap: 8.192 eV
Lowest unoccupied orbital energy: 0.2946 eV
HOMO energy: -7.90 eV
Relative energy (zero: lowest compared OMol25 entry of this formula, charge and spin): 0.434 eV
Structure (SMILES): CCOC(=O)c1sc(NC(=O)CSc2nnc(-c3ccc(OC)cc3)n2CCOC)nc1C